Molecular formula: C24H43AsNO2P2PtSi
Method: DFT, ωB97M-V with the def2-TZVPD basis set

Properties
- Highest occupied orbital energy: -9.10 eV
- Frontier orbital gap: 0.22649 hartree
- Electronic energy: -4472.7252 a.u.
- ΔE to the lowest compared entry with this formula, charge and spin: 1.362 eV
- Total charge: +1

The geometry in XYZ format:
```
75
Properties=species:S:1:pos:R:3:forces:R:3
Pt 0.657069 0.141251 -0.941882 0.99 -0.43 0.67
C -0.480673 -4.587968 -0.773752 -0.21 -0.43 0.14
Si 0.276463 -2.960008 -1.233147 -0.40 0.95 0.97
C 2.036716 -3.224144 -1.713412 0.42 -0.33 -0.13
C -0.655072 -2.373470 -2.733217 -0.10 -0.08 -0.35
N 0.162437 -1.677851 -0.006072 -0.22 0.14 -1.64
C -0.033640 -1.819553 1.343792 0.35 -0.46 0.76
C 0.107686 -3.094310 1.947639 0.24 0.61 -0.26
C 0.021091 -3.280131 3.307365 -0.25 0.33 0.54
C -0.250642 -2.194074 4.138402 0.07 -0.22 0.09
C -0.439310 -0.930716 3.590465 0.04 -0.37 0.06
C -0.339560 -0.743931 2.224307 -0.02 -1.29 0.08
O -0.617820 0.451507 1.647994 0.01 1.42 -0.64
C -0.747307 1.590791 2.439302 0.02 -0.42 -0.34
C -2.019634 2.043113 2.727117 -0.10 0.17 0.04
C -2.179574 3.221335 3.445743 0.00 -0.01 -0.01
C -1.068279 3.935834 3.871971 0.05 -0.04 0.00
C 0.206896 3.468188 3.575644 -0.03 -0.04 -0.03
C 0.372048 2.290192 2.855884 0.03 0.15 0.03
H -0.767556 -5.096376 -1.699988 0.02 -0.02 0.04
H -1.380895 -4.483878 -0.157150 0.11 -0.01 -0.09
H 0.216548 -5.243336 -0.241171 -0.14 0.02 -0.09
H 2.101653 -4.065765 -2.413603 0.09 0.12 0.05
H 2.671318 -3.457506 -0.851704 -0.09 -0.01 -0.07
H 2.422627 -2.335214 -2.209153 0.12 0.02 -0.11
H -0.303588 -2.923199 -3.613871 -0.09 0.06 0.02
H -0.536895 -1.308747 -2.924505 0.03 0.13 -0.09
H -1.724044 -2.578606 -2.623528 0.04 -0.02 -0.05
H 0.339750 -3.936590 1.311872 0.06 0.10 0.14
H 0.164832 -4.269092 3.725093 -0.03 0.04 0.02
H -0.326760 -2.328220 5.210033 0.02 0.01 -0.04
H -0.682374 -0.088808 4.224518 0.01 -0.02 0.04
H -2.870702 1.472173 2.382679 -0.04 -0.05 0.02
H -3.175769 3.579168 3.674605 0.03 -0.01 0.00
H -1.194226 4.851457 4.435139 0.01 -0.03 -0.02
H 1.077694 4.021625 3.904520 -0.02 -0.01 0.00
H 1.360007 1.919125 2.615289 -0.03 0.03 0.05
C -0.085961 3.453732 -1.544169 -0.16 -0.06 0.00
P 1.178808 2.183418 -1.759097 -0.41 0.09 0.13
C 1.761253 2.414355 -3.454706 0.00 -0.13 -0.12
C 2.551376 2.769852 -0.729211 0.14 0.06 0.20
C 3.623402 1.690423 -0.672989 0.02 0.07 -0.10
P 2.964474 0.008017 -0.308770 -1.19 1.05 0.35
C 3.074179 -0.155679 1.501341 -0.12 -0.23 0.00
C 4.433763 -0.943030 -0.829623 -0.51 -0.50 -0.41
H 0.303756 4.439994 -1.801278 0.02 -0.02 0.01
H -0.422253 3.441456 -0.505921 0.01 0.02 -0.02
H -0.943025 3.212048 -2.171882 0.03 0.00 0.01
H 2.062291 3.452155 -3.611313 -0.01 -0.05 -0.01
H 0.961913 2.161059 -4.151695 0.01 0.01 0.01
H 2.604149 1.753772 -3.656730 0.01 0.02 -0.03
H 2.135553 2.969861 0.264638 0.03 -0.05 -0.05
H 2.949394 3.713219 -1.110650 0.02 -0.02 0.00
H 4.403123 1.931837 0.053048 0.00 -0.07 -0.01
H 4.116341 1.601068 -1.645754 0.02 0.06 0.00
H 3.938564 0.388821 1.893944 -0.06 -0.07 -0.15
H 3.186574 -1.215558 1.743973 -0.07 0.05 0.03
H 2.164059 0.190491 1.985304 0.02 -0.04 -0.05
H 5.324107 -0.484370 -0.387858 -0.26 0.09 0.03
H 4.527276 -0.944657 -1.916186 0.04 0.01 0.04
H 4.358315 -1.975257 -0.493886 0.03 0.02 -0.01
C -3.484041 -1.370814 -0.414815 0.12 -0.11 0.11
As -3.214046 0.180356 -1.497339 0.04 -0.27 0.13
C -3.879979 -0.248356 -3.239000 0.07 0.01 -0.17
C -4.489406 1.456304 -0.868587 0.01 0.19 0.03
O -1.663709 0.790678 -1.523584 0.90 -0.18 0.14
H -4.540558 -1.640250 -0.442095 0.03 0.04 -0.01
H -3.181221 -1.153665 0.607558 0.06 -0.01 0.03
H -2.883432 -2.190225 -0.800427 0.03 -0.02 0.06
H -4.880190 -0.674483 -3.143603 0.07 0.03 0.00
H -3.221070 -0.952327 -3.739091 0.03 -0.05 0.00
H -3.929749 0.671688 -3.817658 -0.01 0.00 -0.05
H -5.481700 1.004966 -0.899747 0.04 0.01 -0.02
H -4.462319 2.324461 -1.522378 -0.03 0.07 0.00
H -4.260529 1.760373 0.147018 0.06 0.04 0.10
```
Forces are in eV/Å.

Mulliken population analysis, charges in e, atoms 1 to 5: 1.654, -1.569, 0.331, -1.018, -0.991

---

Molecular formula: C24H43BCl14F3NO8P
Method: DFT, ωB97M-V with the def2-TZVPD basis set

Properties
- Highest occupied orbital energy: -3.46 eV
- Frontier orbital gap: 0.18788 hartree
- Electronic energy: -8705.6668 a.u.
- Total charge: -1

The geometry in XYZ format:
```
95
Properties=species:S:1:pos:R:3:forces:R:3
C 0.694057 2.753846 -2.859416 -0.36 0.02 0.55
C 0.114833 2.348524 -1.883305 0.29 0.03 -0.70
C -0.673264 1.855739 -0.754387 -0.44 0.23 -0.55
C -1.356486 0.463526 -0.946798 1.13 0.56 0.21
P -2.164649 0.135450 -2.570321 -0.53 -1.66 0.12
O -2.711622 -1.224081 -2.713379 -0.09 0.43 0.13
O -3.254308 1.292360 -2.897221 0.28 0.51 0.12
O -1.067602 0.405917 -3.702721 -0.10 0.59 0.05
O -0.334740 -0.478442 -1.003374 -0.19 -0.42 -0.18
B -0.337825 -1.286400 0.237720 0.97 0.21 1.40
O 0.654100 -0.584512 1.128371 -0.29 0.18 0.03
N -0.038959 -2.756394 0.037059 -0.62 0.41 -1.69
C 0.835239 -3.122086 -0.798345 -0.11 -0.03 0.61
C 2.316110 -2.792107 -0.709025 -0.15 0.40 -0.25
C 0.450317 -4.008466 -1.971704 0.47 -0.76 0.71
O -1.714687 -1.079726 0.766441 -1.14 -0.56 -0.02
C -2.279100 0.073158 0.341753 1.49 -0.17 -0.80
O -3.619884 -0.093424 -0.108382 -0.18 0.06 0.27
C -2.133656 1.078668 1.492517 0.28 0.48 -0.46
O -2.804791 0.708450 2.712829 0.04 0.04 -0.27
C -4.130228 0.744333 2.764189 0.23 -0.02 0.31
F -4.685449 1.676537 1.956935 -0.09 0.19 -0.25
F -4.495640 1.063561 4.014599 -0.09 0.17 0.38
F -4.715224 -0.414550 2.495499 -0.21 -0.35 -0.19
H 1.120892 3.120965 -3.762242 0.10 -0.08 0.13
H -0.007165 1.761383 0.104339 -0.12 -0.05 0.09
H -1.418235 2.638682 -0.570971 0.15 -0.32 0.08
H -3.852163 1.408567 -2.151177 -0.13 -0.15 -0.12
H -1.533011 0.482133 -4.545909 0.13 -0.08 -0.02
H 0.689597 -1.048213 1.969303 0.07 -0.07 -0.05
H 2.823344 -3.662909 -0.279167 0.02 -0.07 -0.10
H 2.716741 -2.625887 -1.712088 0.21 0.03 0.05
H 2.527808 -1.937533 -0.064703 -0.49 -0.28 -0.20
H 1.317937 -4.303323 -2.567511 -0.07 0.12 -0.20
H -0.311057 -3.512149 -2.570304 -0.01 0.06 0.02
H 0.044010 -4.933601 -1.553499 -0.14 0.42 -0.10
H -4.054230 0.766171 -0.062427 -0.05 -0.06 0.28
H -1.075055 1.061013 1.739224 -0.05 -0.15 0.21
H -2.368512 2.108691 1.224564 -0.42 -0.09 0.17
Cl 1.105846 4.998218 1.657225 0.00 -0.01 -0.02
C -0.074015 6.291890 1.339327 0.06 0.08 0.03
C -1.478872 5.867188 1.680991 -0.08 0.03 0.06
Cl -2.069162 4.611423 0.564808 -0.11 0.48 0.22
H 0.008524 6.571082 0.291769 -0.01 -0.07 -0.02
H 0.208599 7.145224 1.954613 -0.01 -0.01 0.03
H -2.153638 6.718415 1.596811 0.03 0.02 -0.06
H -1.541255 5.474568 2.692978 0.04 -0.06 -0.02
Cl 2.266311 -8.706612 -2.953702 -0.01 -0.02 -0.01
C 1.189331 -8.874943 -1.538348 0.00 -0.07 -0.09
C -0.264019 -8.717490 -1.902869 -0.12 -0.03 -0.03
Cl -0.653351 -7.044011 -2.360666 -0.09 -0.44 -0.11
H 1.490224 -8.144185 -0.798279 0.04 0.04 -0.22
H 1.360285 -9.871921 -1.132232 0.00 -0.01 -0.03
H -0.880840 -8.962226 -1.038570 0.04 0.01 0.04
H -0.541737 -9.373877 -2.724667 0.03 0.03 -0.04
Cl 2.887859 -0.449882 3.676628 0.02 0.01 0.02
C 4.451159 -1.188439 3.247433 0.03 -0.04 0.08
C 5.161234 -0.445434 2.146054 0.12 0.04 -0.15
Cl 4.342692 -0.610614 0.572431 0.35 0.28 0.27
H 4.267116 -2.223498 2.969720 -0.07 0.02 -0.05
H 5.064617 -1.169851 4.147733 0.03 0.01 -0.02
H 6.163043 -0.854867 2.028391 -0.05 0.00 0.00
H 5.244425 0.614572 2.375713 -0.07 0.01 0.00
Cl 4.551572 -9.847677 1.063102 0.00 0.01 0.00
C 3.488769 -10.019126 2.483528 0.04 -0.07 0.06
C 2.035611 -9.862399 2.119588 -0.11 -0.02 0.02
Cl 1.639924 -8.195105 1.641225 0.00 0.06 0.36
H 3.792295 -9.281358 3.221421 0.01 0.05 -0.05
H 3.658121 -11.014188 2.891779 -0.01 -0.02 -0.03
H 1.412439 -10.102488 2.979597 0.03 0.02 0.03
H 1.762140 -10.522387 1.299396 0.04 0.02 -0.04
Cl 8.551602 -1.405292 3.178032 0.06 -0.03 0.07
C 9.250115 -2.616949 2.070759 0.05 -0.10 0.03
C 9.694748 -1.999310 0.771210 0.06 -0.01 -0.12
Cl 8.319633 -1.447121 -0.214055 -0.03 0.03 0.05
H 8.504776 -3.390941 1.907434 -0.06 0.05 -0.01
H 10.104650 -3.057541 2.581503 0.02 0.04 0.00
H 10.232619 -2.740155 0.181595 -0.02 -0.04 0.02
H 10.349890 -1.148938 0.942685 -0.04 0.03 0.02
Cl -3.973655 4.617320 -2.276504 -0.02 -0.08 -0.16
C -5.147386 5.877400 -1.841971 0.00 -0.07 0.13
C -5.149641 7.016563 -2.825523 -0.08 0.05 -0.06
Cl -3.641101 7.976240 -2.753714 0.02 -0.02 -0.01
H -4.911227 6.222048 -0.837131 0.04 0.01 0.00
H -6.131299 5.411404 -1.826109 -0.02 0.03 -0.04
H -5.962346 7.699996 -2.592203 -0.03 -0.10 0.01
H -5.270733 6.662609 -3.845712 0.11 -0.02 -0.01
Cl -7.647645 12.106913 -2.152546 -0.02 0.00 0.01
C -6.505109 11.424663 -0.965595 0.05 0.05 0.06
C -6.227539 9.966239 -1.214644 0.03 -0.01 0.06
Cl -7.653824 8.939442 -0.882842 0.01 0.05 0.00
H -6.919120 11.586098 0.026143 -0.06 -0.01 -0.02
H -5.578099 11.988152 -1.054158 0.01 -0.02 -0.04
H -5.431658 9.625243 -0.555105 0.00 0.01 0.01
H -5.920342 9.792047 -2.241441 -0.03 0.05 -0.03
```
Forces are in eV/Å.

Mulliken population analysis, charges in e, atoms 1 to 5: -0.419, -1.157, 1.094, 1.122, 0.702

---

Molecular formula: C24H43Cl2F3N3O7SSiTb
Method: DFT, ωB97M-V with the def2-TZVPD basis set

Properties
- Highest occupied orbital energy (alpha / beta): -6.93 / -6.94 eV
- Frontier orbital gap (alpha / beta): 0.24903 / 0.24941 hartree
- <S²>: 12.6800
- Electronic energy: -4363.5472 a.u.
- ΔE to the lowest compared entry with this formula, charge and spin: 2.108 eV
- Multiplicity: 7

The geometry in XYZ format:
```
85
Properties=species:S:1:pos:R:3:forces:R:3
C -3.786225 0.003688 0.648690 -0.01 0.19 -0.46
C -3.326097 -1.380800 1.052684 -0.84 -0.75 -0.36
H -3.904017 0.086735 -0.454721 0.00 0.08 0.57
H -3.070690 0.789885 0.964801 -0.44 -0.52 -0.13
H -4.754638 0.226241 1.139916 0.41 -0.09 -0.40
C -4.180373 -2.427996 1.004630 0.67 0.42 0.88
C -5.461895 -2.501256 0.254618 -0.45 0.23 0.06
H -3.983933 -3.281749 1.666055 0.22 0.15 -0.79
H -5.391685 -1.995776 -0.715914 -0.07 0.01 0.18
H -6.269555 -2.041074 0.832290 -0.24 -0.01 -0.17
H -5.733627 -3.549389 0.067908 0.03 0.28 0.06
Tb -0.223416 1.215806 0.590616 -1.03 -1.89 0.61
Cl -0.498962 0.490248 3.378463 0.62 0.64 -0.12
C 2.547410 0.310388 1.878464 -0.55 -0.14 -1.14
O 1.876647 0.364716 0.810295 1.14 0.15 1.10
N 3.718346 -0.302672 1.904160 0.01 0.22 -0.23
C 4.304601 -0.814312 0.666832 -0.12 -0.24 -0.07
C 4.403969 -0.534547 3.160255 0.03 -0.03 0.45
H 2.175101 0.767128 2.800458 -0.04 -0.18 0.05
H 4.385499 -0.017289 -0.090224 -0.04 -0.28 0.32
H 3.685950 -1.628549 0.260358 0.24 0.29 0.07
H 5.296586 -1.198024 0.931368 -0.26 0.11 -0.35
H 4.593296 0.402965 3.692774 0.05 -0.15 -0.10
H 5.346799 -1.033613 2.935046 -0.08 0.15 0.23
H 3.808377 -1.185535 3.805270 0.11 0.03 -0.03
H 4.833553 3.332229 -1.814491 -0.02 -0.13 -0.09
H 4.331284 5.424483 -0.886947 -0.10 0.07 0.02
C 3.800010 3.091121 -2.066082 -0.20 0.10 0.14
C 3.258953 5.322122 -1.057779 -0.05 -0.05 -0.01
N 2.937911 3.909902 -1.221483 -0.60 -0.03 0.05
H 3.589719 2.039396 -1.873088 0.02 0.11 -0.03
C 1.764261 3.465478 -0.768484 -0.51 -1.83 -0.32
O 1.319101 2.289978 -0.955642 0.88 2.28 -0.13
H 2.713100 5.709142 -0.197534 0.11 0.03 -0.04
H 1.170180 4.191931 -0.194632 0.43 -0.16 -0.25
H 3.620387 3.310955 -3.125456 0.07 -0.05 0.14
H 2.970332 5.899862 -1.941487 0.14 -0.05 0.02
H -1.557974 4.439181 -4.395969 0.08 -0.20 -0.11
H -3.608187 1.594228 -3.581343 0.30 -0.07 -0.08
C -1.110383 3.442935 -4.520985 0.05 0.46 0.48
C -2.642157 1.493162 -4.092512 0.24 -0.28 -0.04
N -1.682857 2.479264 -3.582196 -0.53 -0.27 -0.23
H -0.024517 3.523686 -4.358598 -0.38 -0.05 -0.20
C -1.370673 2.495431 -2.293559 0.40 -0.77 1.26
O -1.528178 1.531085 -1.498644 -0.04 1.53 -1.11
H -2.261993 0.472076 -3.963212 -0.16 0.21 0.02
H -0.941603 3.459959 -1.943070 0.08 -0.49 -0.18
H -1.316268 3.088848 -5.531984 0.21 0.12 0.17
H -2.770347 1.700972 -5.157203 -0.11 -0.18 0.21
O -1.115878 -0.631416 0.787213 1.11 -0.44 -2.42
C -1.879530 -1.526229 1.482745 -1.01 -0.56 2.11
C -1.920568 -4.170823 0.931591 0.05 -0.10 0.32
C -1.514310 -3.060033 1.705688 0.07 0.31 -0.27
H -2.555852 -4.043915 0.051851 0.50 0.03 0.28
C -1.631638 -5.483364 1.347084 -0.18 0.41 -0.10
H -1.750031 -1.101580 2.488845 -0.63 -0.66 0.24
C -0.842630 -3.332690 2.901505 0.00 -0.18 0.21
H -1.969659 -6.334380 0.747644 0.10 0.34 0.12
C -0.989185 -5.723642 2.557911 0.19 0.19 0.31
C -0.601034 -4.640998 3.353714 -0.16 0.35 -0.49
H -0.522569 -2.470853 3.491765 -0.09 -0.28 0.00
H -0.817806 -6.746815 2.901094 -0.04 0.30 -0.14
H -0.134589 -4.794434 4.326812 -0.05 -0.02 -0.27
Si 0.204337 -2.864479 -1.411563 1.37 0.82 4.12
Cl -1.714113 -2.765247 -2.057664 -1.35 0.14 -0.25
C 0.548846 -4.657544 -1.601045 0.46 0.29 -1.67
C 1.149378 -2.808882 0.313027 -0.33 0.45 0.21
C 0.813694 -1.245885 -2.102619 0.35 -0.35 -0.69
H 1.370057 -5.009108 -0.978050 -0.08 0.04 -0.29
H 0.793380 -4.633201 -2.676757 -0.01 -1.28 0.06
H -0.375400 -5.183072 -1.379080 0.04 -0.14 -0.27
H -0.027991 -0.571493 -2.296558 0.15 -0.26 -0.08
H 1.262206 -1.575329 -3.036346 0.28 0.67 -0.61
H 1.555969 -0.736585 -1.484355 0.02 -0.26 -0.04
H 0.817553 -3.461452 1.120278 -0.16 -0.15 -0.34
H 1.322970 -1.833610 0.773009 -0.35 -0.05 -0.21
H 2.145390 -3.198688 0.066159 0.08 -0.01 -0.44
F -0.584627 5.524145 0.375914 0.53 -0.01 1.33
C -0.227175 5.359740 1.697711 -0.16 0.57 0.06
F 1.092584 5.697262 1.827289 -1.31 -0.01 -0.25
F -0.978718 6.178996 2.454336 0.78 -0.39 -0.91
S -0.472627 3.606633 2.267265 -0.57 -0.41 1.27
O -0.807106 3.709207 3.666856 0.44 0.25 -1.87
O -1.507763 3.084459 1.326347 0.65 0.64 0.74
O 0.813312 2.972661 1.897673 -0.34 0.72 0.27
```
Forces are in eV/Å.

Mulliken population analysis, charges in e, atoms 1 to 5: -1.283, 0.524, 0.105, -0.036, 0.480